{"formula": "C45H95N5O5", "method": "ωB97M-V/def2-TZVPD", "mol_weight_g_mol": 786.28, "lumo_energy_ha": 0.0193, "max_force_ev_per_a": 17.87, "spin_multiplicity": 1, "total_energy_ev": -65860.1171, "gap_ev": 7.3, "elements": ["C", "C", "C", "C", "C", "C", "N", "O", "C", "C", "C", "H", "H", "H", "H", "H", "H", "H", "H", "H", "H", "H", "H", "H", "H", "H", "H", "H", "H", "H", "C", "C", "C", "C", "C", "C", "N", "O", "C", "C", "C", "H", "H", "H", "H", "H", "H", "H", "H", "H", "H", "H", "H", "H", "H", "H", "H", "H", "H", "H", "C", "C", "C", "C", "C", "C", "N", "O", "C", "C", "C", "H", "H", "H", "H", "H", "H", "H", "H", "H", "H", "H", "H", "H", "H", "H", "H", "H", "H", "H", "C", "C", "C", "C", "C", "C", "N", "O", "C", "C", "C", "H", "H", "H", "H", "H", "H", "H", "H", "H", "H", "H", "H", "H", "H", "H", "H", "H", "H", "H", "C", "C", "C", "C", "C", "C", "N", "O", "C", "C", "C", "H", "H", "H", "H", "H", "H", "H", "H", "H", "H", "H", "H", "H", "H", "H", "H", "H", "H", "H"], "coordinates": [[-0.84, 6.38, -1.70], [0.01, 5.08, -1.51], [1.46, 5.28, -1.99], [2.34, 6.24, -1.11], [2.37, 5.63, 0.28], [0.99, 5.25, 0.94], [0.19, 4.63, -0.11], [-1.11, 4.18, 0.46], [1.53, 4.32, 2.03], [0.30, 6.43, 1.64], [-0.73, 3.96, -2.31], [-1.04, 6.61, -2.74], [-0.42, 7.20, -1.12], [-1.87, 6.18, -1.40], [1.85, 4.27, -2.06], [1.39, 5.80, -2.94], [1.99, 7.25, -0.90], [3.36, 6.34, -1.47], [2.81, 6.39, 0.93], [3.03, 4.77, 0.39], [2.39, 4.72, 2.57], [0.90, 3.92, 2.82], [1.89, 3.35, 1.69], [0.81, 6.97, 2.44], [0.00, 7.10, 0.84], [-0.61, 6.19, 2.19], [-0.05, 3.10, -2.34], [-1.07, 4.25, -3.30], [-1.63, 3.53, -1.86], [-0.94, 3.33, 0.87], [-0.02, -4.02, 1.45], [-1.31, -4.81, 1.99], [-2.52, -3.83, 2.38], [-3.43, -3.22, 1.25], [-3.97, -4.49, 0.64], [-2.85, -5.48, 0.01], [-1.76, -5.75, 0.98], [-0.88, -6.74, 0.67], [-3.64, -6.80, -0.24], [-2.29, -4.90, -1.33], [-1.06, -5.68, 3.26], [0.84, -4.63, 1.18], [0.32, -3.24, 2.12], [-0.39, -3.34, 0.68], [-3.10, -4.27, 3.19], [-2.01, -2.96, 2.80], [-2.76, -2.64, 0.63], [-4.21, -2.52, 1.55], [-4.64, -4.08, -0.12], [-4.71, -4.95, 1.30], [-4.55, -6.62, -0.80], [-2.98, -7.38, -0.89], [-3.88, -7.44, 0.62], [-2.99, -5.13, -2.13], [-2.44, -3.82, -1.34], [-1.29, -5.29, -1.53], [-0.52, -5.10, 4.01], [-0.45, -6.56, 3.04], [-1.96, -6.09, 3.71], [-0.46, -6.29, -0.07], [4.52, 0.48, 0.69], [5.27, -0.51, -0.22], [4.83, -1.99, 0.11], [5.10, -3.08, -1.00], [4.48, -2.59, -2.28], [5.02, -1.27, -2.76], [5.00, -0.23, -1.66], [5.66, 0.90, -2.13], [6.40, -1.37, -3.40], [4.00, -0.79, -3.77], [6.79, -0.51, 0.11], [4.92, 0.21, 1.67], [3.45, 0.55, 0.90], [4.74, 1.52, 0.46], [5.40, -2.38, 0.96], [3.78, -1.94, 0.39], [4.70, -4.05, -0.69], [6.15, -3.30, -1.19], [3.39, -2.54, -2.17], [4.65, -3.34, -3.04], [6.66, -0.54, -4.05], [7.27, -1.58, -2.78], [6.46, -2.22, -4.08], [3.89, -1.31, -4.72], [2.97, -0.78, -3.41], [4.16, 0.21, -4.16], [7.06, -0.65, 1.15], [7.23, 0.44, -0.17], [7.32, -1.22, -0.53], [6.58, 0.79, -1.89], [1.83, -1.92, 1.65], [0.91, -1.87, 0.42], [-0.53, -1.67, 0.93], [-1.59, -1.27, -0.12], [-1.17, 0.13, -0.54], [0.33, 0.12, -1.19], [1.26, -0.60, -0.26], [2.54, -0.74, -0.83], [0.21, -0.42, -2.62], [0.93, 1.53, -1.14], [1.15, -3.09, -0.40], [1.58, -1.10, 2.33], [2.87, -1.75, 1.40], [1.69, -2.90, 2.11], [-0.91, -2.60, 1.33], [-0.56, -0.99, 1.78], [-2.57, -1.23, 0.34], [-1.82, -1.84, -1.02], [-1.11, 0.83, 0.30], [-1.88, 0.56, -1.25], [0.01, 0.45, -3.24], [1.18, -0.74, -3.01], [-0.31, -1.33, -2.91], [1.92, 1.70, -1.57], [0.23, 2.26, -1.55], [1.16, 1.86, -0.13], [1.05, -4.04, 0.12], [2.11, -3.25, -0.89], [0.35, -3.24, -1.12], [3.05, -0.05, -0.39], [-4.43, 3.31, 2.62], [-4.74, 2.84, 1.25], [-3.62, 3.15, 0.23], [-2.36, 2.38, 0.52], [-2.62, 0.90, 0.16], [-3.88, 0.38, 1.04], [-5.00, 1.36, 1.23], [-6.10, 0.92, 1.94], [-4.44, -0.87, 0.38], [-3.49, -0.13, 2.47], [-5.98, 3.65, 0.79], [-4.10, 4.34, 2.51], [-3.72, 2.69, 3.18], [-5.24, 3.21, 3.34], [-3.86, 3.10, -0.83], [-3.64, 4.23, 0.15], [-1.96, 2.49, 1.53], [-1.51, 2.74, -0.06], [-1.75, 0.32, 0.47], [-2.74, 0.60, -0.88], [-5.18, -1.33, 1.04], [-5.00, -0.51, -0.48], [-3.75, -1.71, 0.26], [-3.06, -1.13, 2.52], [-2.85, 0.61, 2.93], [-4.35, -0.26, 3.14], [-5.71, 4.70, 0.66], [-6.74, 3.57, 1.56], [-6.59, 3.34, -0.06], [-6.80, 0.75, 1.31]], "lowdin_charge": [-0.022, -0.461, -0.104, -0.146, -0.157, -0.480, -0.018, -0.101, -0.063, -0.026, -0.013, 0.080, 0.062, 0.077, 0.115, 0.116, 0.107, 0.110, 0.113, 0.106, 0.088, 0.079, 0.066, 0.084, 0.062, 0.077, 0.029, 0.095, 0.077, 0.036, -0.108, -0.372, -0.073, -0.217, -0.107, -0.411, -0.181, 0.022, -0.042, 0.001, -0.027, 0.105, 0.074, 0.027, 0.114, 0.096, 0.047, 0.079, 0.116, 0.122, 0.078, 0.071, 0.085, 0.082, 0.059, 0.077, 0.080, 0.072, 0.078, 0.081, -0.020, -0.446, -0.108, -0.139, -0.176, -0.482, -0.104, -0.018, -0.034, -0.040, -0.032, 0.097, 0.074, 0.096, 0.116, 0.045, 0.109, 0.104, 0.089, 0.127, 0.084, 0.073, 0.085, 0.090, 0.047, 0.087, 0.090, 0.072, 0.076, 0.070, -0.003, -0.435, -0.114, -0.113, -0.257, -0.364, -0.068, -0.078, -0.013, -0.025, -0.046, 0.104, 0.048, 0.077, 0.030, 0.154, 0.035, 0.141, 0.123, 0.124, 0.085, 0.045, 0.079, 0.097, 0.013, 0.079, 0.030, 0.087, 0.103, 0.021, -0.037, -0.483, -0.108, -0.150, -0.198, -0.363, -0.126, -0.012, -0.079, -0.004, -0.039, 0.097, 0.075, 0.089, 0.131, 0.110, 0.141, 0.066, -0.017, 0.122, 0.087, 0.111, 0.016, 0.055, 0.074, 0.088, 0.083, 0.072, 0.081, 0.104]}

=====

{"formula": "C9H30O9", "method": "ωB97M-V/def2-TZVPD", "mol_weight_g_mol": 282.33, "lumo_energy_ha": [-0.1215, -0.3699], "max_force_ev_per_a": 3.00, "total_charge": 1, "spin_multiplicity": 2, "total_energy_ev": -28234.0434, "gap_ev": [8.8, 2.0], "elements": ["O", "H", "H", "O", "H", "H", "C", "C", "O", "O", "H", "H", "H", "H", "H", "H", "C", "C", "O", "O", "H", "H", "H", "H", "H", "H", "C", "C", "O", "O", "H", "H", "H", "H", "H", "H", "C", "C", "C", "O", "H", "H", "H", "H", "H", "H", "H", "H"], "coordinates": [[0.46, 2.51, 1.07], [0.08, 2.52, 1.95], [0.22, 3.35, 0.69], [1.01, -0.49, 0.32], [0.86, -0.92, -0.52], [0.51, 0.33, 0.27], [4.50, 1.08, 1.20], [5.09, 0.88, -0.18], [4.64, 1.72, -1.21], [4.86, 2.34, 1.74], [4.86, 0.27, 1.84], [3.43, 1.07, 1.02], [4.90, -0.15, -0.49], [6.17, 1.03, -0.25], [4.15, 2.33, -0.66], [5.79, 2.58, 1.68], [-0.66, -0.69, 3.50], [-2.18, -0.45, 3.33], [-3.00, -0.91, 4.39], [-0.13, -0.27, 4.78], [-0.18, -0.06, 2.75], [-0.42, -1.75, 3.44], [-2.47, -0.91, 2.38], [-2.24, 0.64, 3.29], [-3.87, -0.99, 4.01], [0.83, -0.24, 4.67], [1.10, 0.11, -3.89], [1.45, -1.05, -2.92], [0.23, -1.40, -2.28], [0.33, -0.30, -4.99], [1.97, 0.63, -4.30], [0.53, 0.88, -3.37], [2.21, -0.72, -2.21], [1.71, -2.02, -3.33], [-0.47, -1.55, -2.92], [0.40, 0.42, -5.62], [-5.16, -0.49, -0.36], [-3.62, -0.45, -0.48], [-2.98, -1.79, -0.85], [-3.18, 0.50, -1.50], [-5.62, 0.47, -0.11], [-5.60, -1.27, 0.27], [-5.53, -0.73, -1.36], [-3.23, -0.15, 0.49], [-3.13, -2.55, -0.08], [-1.91, -1.63, -0.96], [-3.44, -1.94, -1.82], [-3.27, 0.17, -2.40]], "mulliken_spin": [0.000, 0.000, 0.000, 0.002, 0.000, 0.000, 0.000, 0.000, 0.000, 0.000, 0.000, 0.000, 0.000, 0.000, 0.000, 0.000, 0.047, 0.055, 0.277, 0.421, 0.025, 0.098, 0.017, 0.073, -0.006, -0.009, 0.000, 0.000, 0.000, 0.000, 0.000, 0.000, 0.000, 0.000, 0.000, 0.000, 0.000, 0.001, 0.000, 0.000, 0.000, 0.000, 0.000, 0.000, 0.000, 0.000, 0.000, 0.000]}

=====

{"formula": "C4H16AgClN8O4", "method": "ωB97M-V/def2-TZVPD", "mol_weight_g_mol": 383.54, "lumo_energy_ha": [-0.1445, -0.2929], "max_force_ev_per_a": 1.99, "total_charge": 1, "spin_multiplicity": 2, "total_energy_ev": -41036.3908, "gap_ev": [8.0, 3.9], "elements": ["Ag", "Cl", "C", "O", "N", "N", "H", "H", "H", "H", "C", "O", "N", "N", "H", "H", "H", "H", "C", "O", "N", "N", "H", "H", "H", "H", "C", "O", "N", "N", "H", "H", "H", "H"], "coordinates": [[1.00, 0.47, 2.38], [-0.53, -0.40, 0.53], [0.44, 3.14, -1.85], [0.60, 3.73, -0.78], [1.03, 3.56, -3.00], [-0.22, 1.94, -1.91], [1.76, 4.25, -2.97], [0.87, 3.07, -3.86], [-0.70, 1.52, -1.14], [-0.33, 1.54, -2.83], [3.43, -0.50, 0.20], [2.75, -0.63, 1.25], [4.74, -0.85, 0.22], [2.89, -0.01, -0.93], [5.18, -1.04, -0.67], [5.01, -1.45, 0.98], [1.91, 0.21, -0.89], [3.47, 0.01, -1.75], [0.31, -2.68, 3.45], [0.83, -1.55, 3.35], [-0.51, -3.20, 2.50], [0.54, -3.44, 4.54], [-0.79, -4.16, 2.46], [-0.60, -2.61, 1.69], [1.07, -3.00, 5.27], [0.66, -4.43, 4.43], [-4.12, 1.28, -1.22], [-3.61, 2.35, -0.92], [-3.56, 0.06, -0.88], [-5.30, 1.19, -1.90], [-4.07, -0.79, -0.93], [-2.70, 0.13, -0.37], [-5.57, 0.32, -2.33], [-5.86, 1.99, -2.10]], "mulliken_spin": [0.207, 0.635, -0.001, 0.002, 0.000, 0.003, 0.000, 0.000, -0.006, 0.000, -0.003, 0.070, 0.005, 0.000, 0.000, 0.000, -0.003, 0.001, -0.004, 0.087, 0.001, 0.009, 0.001, -0.004, 0.000, 0.000, -0.002, 0.004, 0.005, 0.002, -0.001, -0.007, 0.000, 0.001]}

=====

{"formula": "C5H6N", "method": "ωB97M-V/def2-TZVPD", "mol_weight_g_mol": 80.11, "lumo_energy_ha": [-0.1332, -0.2270], "max_force_ev_per_a": 4.94, "total_charge": 1, "spin_multiplicity": 3, "total_energy_ev": -6757.3629, "gap_ev": [7.2, 9.3], "elements": ["C", "C", "C", "C", "C", "N", "H", "H", "H", "H", "H", "H"], "coordinates": [[1.12, -1.17, -1.35], [-0.13, -0.64, -1.43], [-0.09, 1.41, 0.36], [0.84, -1.14, 0.03], [-0.06, 0.02, -0.08], [-1.16, 0.49, 0.79], [1.80, -1.71, -1.98], [0.59, 1.73, 1.14], [-0.38, 2.18, -0.34], [0.77, -1.95, 0.73], [-1.21, 0.19, 1.76], [-2.09, 0.59, 0.36]], "mulliken_spin": [-0.052, 1.171, 0.032, 0.756, 0.061, 0.004, 0.003, 0.000, 0.000, 0.015, 0.004, 0.006]}